No. 1
Density functional theory data (the ωB97M-V functional and the def2-TZVPD basis) for a molecular structure, C35H44FN3O6PtS5Si.

XYZ file:
```
96
Properties=species:S:1:pos:R:3:forces:R:3
Pt 0.153150 -0.269082 0.248477 0.017 0.029 0.105
O -4.719679 -4.955138 0.641713 -0.011 -0.003 -0.009
C -3.886245 -4.102007 0.519513 0.015 0.000 0.030
S -2.400951 -4.302833 -0.436208 0.005 0.008 0.001
C -1.771733 -2.697076 -0.147593 -0.078 0.049 -0.033
C -2.490909 -1.881668 0.630458 0.039 -0.031 -0.055
S -1.958794 -0.284380 1.088808 -0.017 0.078 -0.061
S -3.989493 -2.501276 1.281986 -0.011 -0.004 0.005
S -0.221199 -2.263356 -0.815550 -0.049 0.039 0.123
C 3.283700 4.815260 -4.087651 0.131 0.079 0.017
C 3.976283 4.624986 -2.746100 -0.057 0.063 -0.080
N 3.577492 3.378799 -2.089536 -0.017 -0.101 0.048
C 2.532319 3.404268 -1.235712 0.013 0.000 -0.195
C 1.970068 2.318839 -0.632454 -0.071 -0.092 0.070
C 0.762090 2.617508 0.257042 0.155 -0.037 0.123
O 0.365628 3.766411 0.290522 0.093 0.012 0.089
O 0.317723 1.662980 1.012591 -0.047 -0.031 -0.261
C 2.534893 1.044584 -0.913443 0.091 0.252 0.032
O 2.067298 -0.072342 -0.586807 0.039 -0.339 0.255
C 3.741120 1.023416 -1.730705 0.070 0.028 0.046
C 4.383545 -0.193272 -1.979456 -0.034 -0.039 0.063
C 5.397940 -0.261848 -2.882904 -0.054 0.017 0.018
F 6.035168 -1.443185 -3.058289 0.037 -0.051 0.075
C 5.775120 0.843765 -3.662047 -0.338 0.230 -0.073
C 5.178119 2.059660 -3.375137 0.013 0.067 0.128
C 4.190699 2.173384 -2.384270 0.115 0.050 0.037
N 6.617028 0.724258 -4.773728 0.358 -0.222 0.259
C 7.647114 1.695616 -5.056619 -0.132 0.028 -0.173
C 7.546815 2.065996 -6.554095 -0.108 0.170 0.053
N 6.756225 0.997856 -7.234820 -1.065 -0.332 0.398
C 7.271171 -0.343278 -6.844630 0.155 -0.072 -0.029
C 6.891492 -0.570284 -5.367172 -0.002 0.074 -0.127
H 3.613478 5.744388 -4.554275 0.026 0.013 0.018
H 2.203411 4.863652 -3.947929 0.035 -0.010 0.018
H 3.489571 3.987589 -4.768166 0.075 0.217 0.201
H 3.714778 5.436313 -2.069139 0.008 -0.011 0.025
H 5.062089 4.634105 -2.840040 0.007 -0.006 0.000
H 2.077811 4.370400 -1.052600 0.004 0.001 0.026
H 4.064149 -1.085893 -1.458953 -0.003 0.003 -0.003
H 5.417048 2.912026 -3.993588 -0.023 -0.012 -0.040
H 8.644288 1.296292 -4.829144 -0.027 -0.030 -0.013
H 7.509466 2.584811 -4.449510 0.006 -0.010 0.020
H 8.530006 2.106310 -7.021513 -0.047 -0.015 -0.075
H 7.031988 3.010164 -6.722880 -0.066 -0.054 0.050
H 6.745412 1.127736 -8.243137 0.053 0.034 -0.025
H 5.738300 1.020834 -6.907621 0.683 0.715 -0.268
H 8.349802 -0.345229 -6.998867 -0.023 0.010 -0.041
H 6.818278 -1.085608 -7.496453 0.031 -0.056 0.020
H 7.705556 -1.102743 -4.864614 -0.047 -0.075 -0.046
H 5.992658 -1.178281 -5.317163 0.023 -0.013 0.013
O 2.771601 3.399065 -7.237349 -0.053 -0.033 0.030
C 3.021060 2.368623 -6.399867 0.389 -0.274 -0.318
O 4.110798 1.808910 -6.548161 0.257 -0.114 -0.040
C 2.047032 2.024037 -5.400849 -0.071 -0.180 0.095
C 0.904288 2.810656 -5.143924 -0.136 -0.192 -0.052
C 0.044783 2.492678 -4.132322 0.069 0.120 -0.039
C 0.274872 1.382297 -3.269004 -0.232 0.104 0.045
S -0.769905 1.168566 -1.946473 -0.145 -0.144 -0.125
C 1.386221 0.557506 -3.580464 -0.003 -0.108 -0.164
C 2.248313 0.882511 -4.598021 -0.199 0.071 -0.135
H 1.872128 3.720189 -7.094368 0.029 0.006 -0.030
H 0.678788 3.702660 -5.724468 0.004 -0.021 0.021
H -0.821662 3.112109 -3.941590 0.008 -0.014 0.047
H 1.553924 -0.339511 -2.993658 -0.075 0.086 -0.063
H 3.102913 0.248830 -4.803226 0.014 0.017 -0.009
C -0.366830 -2.555334 2.947742 0.013 -0.036 -0.046
Si 0.970307 -1.453634 2.221949 0.096 -0.096 0.164
C 1.402644 -0.128670 3.570341 -0.053 0.086 -0.102
C 0.086443 0.556438 3.977975 0.021 0.037 -0.006
C 2.408742 0.947138 3.136120 -0.004 -0.005 0.013
C 1.973008 -0.769363 4.845427 -0.025 -0.107 -0.010
C 2.469757 -2.664880 1.891577 0.039 0.105 -0.138
C 2.723731 -3.526881 3.143773 -0.052 -0.027 -0.018
C 3.770684 -1.926669 1.555355 -0.021 0.020 0.045
C 2.211621 -3.668601 0.761349 0.027 -0.007 0.023
H -0.002078 -3.004600 3.873853 -0.003 0.009 0.011
H -0.626517 -3.365032 2.262235 0.018 -0.008 0.013
H -1.275985 -2.002195 3.170776 0.000 0.007 0.010
H -0.415192 1.037140 3.141634 0.012 0.012 -0.010
H 0.306428 1.330709 4.722070 0.005 -0.005 0.003
H -0.604876 -0.152633 4.437945 -0.011 0.001 -0.012
H 2.018887 1.560530 2.331618 -0.001 0.005 -0.022
H 3.363167 0.522889 2.823364 0.005 0.001 0.011
H 2.611756 1.607189 3.988046 -0.014 -0.003 0.002
H 1.399090 -1.632911 5.188236 0.004 -0.004 0.001
H 1.947675 -0.020636 5.644642 -0.004 -0.005 0.002
H 3.013820 -1.068915 4.724694 0.030 -0.033 -0.019
H 3.073236 -2.961459 4.001018 -0.013 0.071 0.056
H 3.502191 -4.257877 2.898874 0.018 0.009 0.013
H 1.839389 -4.090876 3.442286 0.007 -0.008 -0.016
H 4.098432 -1.275362 2.365471 0.017 -0.031 0.025
H 3.656160 -1.318816 0.657672 0.018 0.024 0.042
H 4.571089 -2.655138 1.377978 -0.002 -0.010 -0.015
H 1.299981 -4.248658 0.920079 0.005 0.044 -0.036
H 3.052315 -4.372193 0.726854 0.009 -0.009 0.012
H 2.130375 -3.192613 -0.211608 0.039 0.020 -0.017
```
Forces are in eV/Å.

ΔE to the lowest compared entry with this formula, charge and spin	13.8	kcal per mole
charge	0
HOMO level	-6.12	eV
lowest unoccupied orbital energy	-1.1	eV
orbital gap	5.06	eV

Mulliken population analysis, charges in e, atoms 1 to 8: Pt 4.078; O -0.581; C 0.603; S -0.132; C -0.020; C 0.311; S -0.503; S -0.135

No. 2
Density functional theory data (the ωB97M-V functional and the def2-TZVPD basis) for a molecular structure, C35H44IrN2P2.

XYZ file:
```
84
Properties=species:S:1:pos:R:3:forces:R:3
Ir -0.207253 0.392195 0.491487 -0.581 0.213 1.046
C 2.098856 4.204482 -2.792811 0.089 -0.043 0.043
C 1.009693 3.787734 -1.800405 -0.422 0.069 0.617
C -0.375873 4.317021 -2.262893 0.180 0.060 -0.073
P 0.972127 1.979550 -1.334964 0.007 -1.345 -0.004
C 2.726939 1.372162 -1.301722 0.105 0.391 0.080
C 3.411648 1.228710 -2.661213 -0.036 -0.017 0.029
C 3.548942 2.212411 -0.315352 -0.092 -0.081 -0.031
C 0.189242 1.149728 -2.748996 -0.001 0.543 -0.261
C -0.088337 1.671856 -4.008030 0.049 0.023 -0.008
C -0.804901 0.918324 -4.928680 -0.021 -0.005 0.027
C -1.269404 -0.342310 -4.578071 0.043 -0.053 0.012
C -0.961430 -0.879883 -3.335487 -0.154 -0.011 0.052
C -0.211026 -0.136743 -2.437255 -0.089 -0.223 -0.087
N 0.281937 -0.654760 -1.225389 -0.256 -0.517 0.769
C 1.310503 -1.563417 -1.303952 0.199 0.230 -0.521
C 1.839640 -2.029223 -2.528315 -0.038 -0.027 -0.140
C 2.902697 -2.907238 -2.558062 -0.151 0.040 0.061
C 3.482436 -3.368531 -1.377579 0.078 -0.020 -0.007
C 2.992090 -2.898771 -0.178710 -0.065 -0.049 0.020
C 1.928915 -1.989328 -0.133795 0.415 -0.197 0.363
P 1.187873 -1.357342 1.373601 0.151 0.485 -1.009
C 0.507575 -2.906375 2.108349 -0.310 0.184 -0.023
C -0.475474 -3.526369 1.109032 0.048 -0.056 0.077
C 1.562121 -3.933131 2.524781 0.023 0.042 -0.019
C 2.485665 -0.726688 2.560305 -0.322 0.537 -0.082
C 3.917814 -0.830337 2.036876 -0.052 -0.132 0.079
C 2.156640 0.734437 2.909001 0.087 -0.104 0.164
H 1.964584 5.266922 -3.003515 -0.029 -0.017 -0.011
H 2.040464 3.665665 -3.737410 0.028 0.017 0.010
H 3.100186 4.091558 -2.386081 -0.018 -0.057 -0.065
H 1.245311 4.254012 -0.838436 0.000 0.137 -0.047
H -1.093214 3.527291 -2.476615 -0.049 0.037 -0.024
H -0.259583 4.901835 -3.175662 0.014 -0.064 -0.029
H -0.807567 4.977777 -1.516211 -0.005 0.053 -0.045
H 2.622695 0.375102 -0.875470 -0.037 0.003 0.003
H 3.740863 2.188277 -3.055582 0.024 -0.067 -0.006
H 2.754346 0.761009 -3.394819 0.042 -0.020 -0.008
H 4.291540 0.591603 -2.550237 -0.005 0.009 -0.001
H 3.747655 3.211710 -0.701264 0.037 -0.017 0.038
H 4.510976 1.730020 -0.131539 -0.003 0.034 0.000
H 3.034274 2.316775 0.641966 0.088 0.043 -0.029
H 0.255727 2.659295 -4.283213 -0.061 -0.015 -0.017
H -1.006273 1.316556 -5.914220 -0.034 0.026 0.031
H -1.860093 -0.917640 -5.279601 0.041 0.007 -0.003
H -1.274524 -1.879608 -3.061029 -0.012 0.005 -0.022
H 1.410786 -1.687019 -3.459481 0.035 -0.033 0.002
H 3.285310 -3.237538 -3.515966 -0.011 0.004 0.017
H 4.307849 -4.066772 -1.398605 -0.004 0.022 -0.001
H 3.443623 -3.240579 0.740316 0.031 0.012 -0.040
H -0.029489 -2.582179 2.997350 0.125 -0.141 0.103
H 0.064915 -3.893821 0.235628 -0.027 0.013 -0.009
H -1.222473 -2.810834 0.761540 0.059 -0.059 -0.124
H -0.987987 -4.376243 1.564902 -0.006 0.028 0.011
H 1.932485 -4.477166 1.657382 0.030 0.013 0.037
H 1.095781 -4.662216 3.189135 0.005 0.012 0.009
H 2.407659 -3.493910 3.056843 -0.009 -0.033 0.004
H 2.373456 -1.320059 3.470383 0.037 -0.098 -0.034
H 4.009338 -0.396338 1.040193 0.039 -0.026 0.025
H 4.269259 -1.858918 2.001519 0.039 0.027 -0.066
H 4.577773 -0.285694 2.713809 -0.020 0.021 -0.017
H 1.959956 1.317934 2.012185 -0.012 0.022 0.032
H 2.990171 1.193971 3.444202 -0.009 -0.073 0.035
H 1.274278 0.795007 3.542845 0.030 0.054 -0.003
C -1.928611 -1.480374 4.350014 -0.130 0.093 0.026
C -1.610192 -0.462167 5.237006 -0.023 -0.018 -0.008
C -1.260735 0.777970 4.738361 -0.036 -0.101 0.153
C -1.169226 0.963029 3.364991 -0.126 -0.087 0.146
N -1.370979 -0.063573 2.511605 0.858 -0.110 -0.817
C -1.790830 -1.234410 2.998794 -0.384 0.100 -0.136
C -1.009160 2.242294 2.697296 0.054 0.302 0.094
C -1.116809 3.464319 3.354466 -0.135 -0.057 0.151
C -1.296318 4.630218 2.632652 0.072 0.115 0.006
C -1.363806 4.567466 1.249048 -0.123 -0.143 -0.023
C -1.174410 3.353093 0.598236 -0.060 0.125 0.298
C -0.946796 2.176479 1.304281 0.772 -0.078 -0.681
H -2.277113 -2.443884 4.694610 -0.001 0.007 -0.040
H -1.666870 -0.627414 6.304953 -0.016 0.022 -0.005
H -1.071734 1.598838 5.415178 0.025 0.024 -0.068
H -2.058156 -1.983297 2.269249 0.093 0.006 0.055
H -1.096865 3.507495 4.436954 -0.103 0.001 -0.026
H -1.426740 5.573013 3.147118 0.073 -0.009 -0.006
H -1.562451 5.464190 0.673243 -0.009 -0.015 0.020
H -1.245804 3.316414 -0.467465 -0.036 0.007 -0.070
```
Forces are in eV/Å.

charge	+1
HOMO level (alpha / beta)	-9.68 / -9.68	eV
lowest unoccupied orbital energy (alpha / beta)	-3.4 / -3.4	eV
orbital gap (alpha / beta)	6.32 / 6.32	eV

Mulliken population analysis, charges in e, atoms 1 to 8: Ir 1.516; C -1.702; C 1.075; C -2.012; P 0.176; C 3.142; C -1.721; C -1.392

Number 1: total energy -4475.526250 a.u.. Number 2: total energy -2256.423718 a.u..